Entry 1:
23
Properties=species:S:1:pos:R:3:forces:R:3:lowdin_charge:R:1 method="wB97M-V/def2-TZVPD" gap_ev="8.1 / 6.7" homo_energy_ev="-8.06 / -7.63" lumo_energy_ha="0.0025 / -0.0343" spin_multiplicity=1
C -1.54987 -1.20313 0.25387 0.755 0.013 -1.882 -0.15
C -2.40893 -0.90376 2.46817 0.294 4.021 0.096 -0.07
C -0.42772 0.46523 1.67305 0.049 -1.790 3.680 -0.07
C 2.31816 2.17376 -1.20705 2.394 2.108 -1.641 -0.22
C 0.65108 -0.89813 -2.96218 1.587 -1.492 0.265 -0.22
C -1.13520 -0.86595 1.62472 0.844 -1.848 2.017 -0.41
O -2.48057 -1.62055 -0.31137 0.460 0.114 0.489 0.16
O 2.18969 -0.51977 -0.62493 -0.881 -0.499 -0.096 -0.41
O 1.07853 1.61753 -1.45008 -1.681 -1.833 -0.116 -0.35
P 0.90581 -0.07377 -1.25320 0.983 0.451 -0.579 0.74
H -2.25210 -0.43066 3.47354 0.178 -0.136 -0.907 0.10
H -2.60784 -1.89021 2.70708 -1.582 -1.886 -0.214 0.05
H -3.10252 -0.17942 1.89112 0.159 -1.880 1.257 0.13
H 0.33683 0.42314 2.47902 -0.274 0.242 -0.816 0.12
H -1.12501 1.19802 1.93967 -1.131 1.271 0.431 0.07
H -0.07319 0.69125 0.76283 1.774 0.970 -2.910 -0.04
H 3.13536 1.49126 -1.25867 0.315 -1.122 0.910 0.05
H 2.44468 2.85976 -0.34931 -0.669 -0.670 -0.041 0.09
H 2.68233 2.77894 -2.09370 -1.166 -0.011 0.551 0.09
H 1.64421 -1.07135 -3.56674 -1.677 0.651 1.389 0.07
H 0.29816 -1.97252 -2.67200 0.237 2.048 -0.637 0.06
H -0.04115 -0.32627 -3.58073 -0.198 -0.314 0.169 0.02
H -0.48075 -1.74340 2.05689 -0.770 1.592 -1.413 0.19


Entry 2:
21
Properties=species:S:1:pos:R:3:forces:R:3:lowdin_charge:R:1 method="wB97M-V/def2-TZVPD" gap_ev="7.6 / 7.6" homo_energy_ev="-13.68 / -13.69" lumo_energy_ha="-0.2232 / -0.2232" charge=+1 spin_multiplicity=1
C 0.33056 2.25052 1.76616 2.173 1.524 -3.883 -0.13
C -0.68947 -0.30245 -1.57216 0.731 -1.797 0.981 -0.24
C -1.87411 0.24815 -0.77273 -1.492 -1.951 -0.442 -0.22
C 0.13237 -1.48015 -0.92087 -0.462 0.554 0.013 -0.17
C -1.29692 0.71916 0.57090 -1.127 0.911 -0.775 -0.38
C 2.24588 -1.08490 0.52732 -0.170 -0.217 -3.079 -0.03
O 0.86624 -0.81152 0.12308 1.526 1.068 0.726 -0.36
S 0.13819 1.77137 0.16110 0.257 0.560 4.586 1.18
H 1.06940 3.03588 2.00936 -0.255 -0.551 -0.408 0.07
H -0.17143 1.88099 2.59545 -1.237 -1.004 1.128 0.04
H -0.93369 -0.70244 -2.52307 -0.985 -0.005 -1.012 0.10
H 0.06588 0.47356 -1.80255 -0.337 -0.265 0.059 0.08
H -2.34391 0.94172 -1.51297 0.039 0.166 1.401 0.13
H -2.69143 -0.60921 -0.55091 1.926 1.938 -0.561 0.18
H -0.42114 -2.21739 -0.27956 -0.147 0.232 -1.578 0.15
H 0.61918 -1.93797 -1.85867 0.321 0.310 2.063 0.15
H -1.82271 1.40153 1.25095 -0.789 -0.426 -0.784 0.09
H -1.00602 -0.13040 1.16002 0.559 -0.266 -0.006 0.09
H 2.88660 -0.16455 0.54370 -0.982 -0.489 0.183 0.10
H 2.58954 -1.65433 -0.37020 0.564 -0.052 1.197 0.10
H 2.30696 -1.62755 1.45565 -0.112 -0.243 0.192 0.08


Entry 3:
20
Properties=species:S:1:pos:R:3:forces:R:3:lowdin_charge:R:1 method="wB97M-V/def2-TZVPD" gap_ev=8.6 homo_energy_ev=-8.62 lumo_energy_ha=-0.0005 smiles="C/C=P/C.C=CC" spin_multiplicity=1
C 1.17072 1.52502 0.87930 2.764 -1.971 1.981 -0.21
C 1.13583 0.45773 -0.17831 2.877 0.970 -2.148 -0.57
P 2.51527 -0.48476 -0.52721 -2.741 -0.655 -0.760 0.90
C 1.58684 -1.48826 -1.98385 1.020 -2.784 4.618 -0.33
H 0.86132 1.06898 1.83108 -0.229 0.248 -0.255 0.06
H 0.55942 2.30405 0.67698 -2.140 2.455 -0.629 0.02
H 2.18504 1.98207 1.18068 -1.084 -0.895 -1.038 0.10
H 0.54964 0.61252 -1.14535 0.378 -0.390 1.966 0.05
H 0.59923 -1.87999 -1.60696 0.992 0.490 0.084 0.02
H 2.20938 -2.42505 -2.07485 -0.580 1.222 -0.981 0.02
H 1.33566 -0.87577 -2.75043 0.054 1.501 -2.898 -0.04
C -1.67984 0.07632 2.01130 1.040 -1.868 0.821 -0.02
C -1.25100 -0.39014 0.81865 -1.798 -0.039 2.443 -0.31
C -1.77299 0.10308 -0.48273 0.085 -3.119 -2.027 -0.13
H -2.39688 0.85725 2.12254 -0.296 0.688 -0.216 0.04
H -1.39653 -0.40827 3.01851 -0.214 0.710 -1.852 0.08
H -0.69787 -1.32685 0.82120 0.328 0.406 -0.059 0.09
H -1.57067 -0.86736 -1.16215 -0.779 2.260 0.868 0.11
H -1.07967 0.82441 -0.87969 -0.751 0.659 -0.285 0.02
H -2.86292 0.33504 -0.56871 1.075 0.113 0.366 0.09


Entry 4:
20
Properties=species:S:1:pos:R:3:forces:R:3:lowdin_charge:R:1 method="wB97M-V/def2-TZVPD" gap_ev=11.5 homo_energy_ev=-10.36 lumo_energy_ha=0.0429 smiles=CCCC(C)C spin_multiplicity=1
C -1.25844 0.46470 -2.17088 2.734 2.094 2.101 -0.11
C -0.77360 -0.70914 -1.19702 -1.899 -1.086 -2.203 -0.33
C -0.89845 -0.55524 0.28067 2.351 -0.041 1.191 -0.20
C 0.25953 0.53504 0.85345 -0.449 -2.255 1.476 -0.35
C 0.60521 0.12603 2.35159 -0.146 -1.854 -1.454 -0.10
C 1.60873 0.29477 0.20504 1.307 0.424 -2.810 -0.16
H -1.84099 0.01788 -2.93192 -0.981 0.170 -0.717 0.02
H -1.68290 1.48591 -1.65397 0.557 -2.909 -1.172 0.12
H -0.28136 0.83093 -2.64859 -1.476 -0.290 0.329 0.07
H 0.27988 -0.99322 -1.47626 -1.200 0.141 0.287 0.09
H -1.46328 -1.64996 -1.42532 1.477 1.769 0.082 0.13
H -0.61602 -1.67035 0.56719 -0.553 2.429 0.542 0.14
H -1.93164 -0.29553 0.60579 0.816 -0.193 -0.090 0.11
H -0.04281 1.60058 0.65682 0.112 -1.077 0.423 0.13
H -0.15893 0.17033 3.06649 -1.417 0.790 1.001 0.04
H 1.54373 0.45521 2.81936 -0.267 0.307 -0.603 0.07
H 0.66286 -0.99779 2.23444 0.502 1.007 0.254 0.08
H 1.49657 0.61032 -0.87058 0.393 -0.407 0.669 0.07
H 2.36054 1.02284 0.58082 -0.435 -0.553 0.097 0.08
H 2.13138 -0.74332 0.15290 -1.424 1.536 0.597 0.12


Entry 5:
20
Properties=species:S:1:pos:R:3:forces:R:3:lowdin_charge:R:1 method="wB97M-V/def2-TZVPD" gap_ev=8.1 homo_energy_ev=-7.13 lumo_energy_ha=0.0366 spin_multiplicity=1
C 0.41085 -1.88216 0.68487 -0.052 -0.235 -0.169 -0.08
C 0.47349 -0.49107 0.38942 0.018 0.005 -0.057 -0.54
C 1.73521 0.00933 -0.26863 0.023 0.021 0.028 -0.06
C -0.84135 0.21523 0.06671 -0.024 -0.034 0.073 -0.41
C -0.85427 1.72098 0.31294 0.037 0.045 -0.004 -0.09
C -1.18865 -0.10480 -1.39409 -0.012 -0.018 -0.087 -0.07
H -0.54204 -2.34463 0.91718 0.122 0.084 -0.039 0.07
H 1.30039 -2.49641 0.60745 -0.110 0.110 0.010 0.06
H 0.63448 -0.82040 1.65367 0.055 0.314 0.185 0.12
H 0.76391 0.32005 1.84898 -0.038 -0.160 -0.092 0.13
H 1.70128 -0.30456 -1.31925 -0.004 0.050 0.133 0.10
H 2.61433 -0.45107 0.18806 -0.140 0.057 -0.049 0.09
H 1.83273 1.09539 -0.20905 -0.030 -0.156 -0.002 0.08
H -1.60546 -0.24770 0.70465 0.116 0.049 -0.072 0.14
H -0.13732 2.24127 -0.33313 -0.102 -0.083 0.079 0.08
H -0.60806 1.95194 1.35352 -0.036 -0.026 -0.156 0.06
H -1.84895 2.12240 0.08942 0.145 -0.064 0.031 0.08
H -1.14695 -1.18171 -1.58531 -0.012 0.157 0.027 0.08
H -2.19728 0.25235 -1.62555 0.141 -0.048 0.053 0.08
H -0.49633 0.39555 -2.08187 -0.098 -0.068 0.109 0.08


Entry 6:
20
Properties=species:S:1:pos:R:3:forces:R:3:lowdin_charge:R:1 method="wB97M-V/def2-TZVPD" gap_ev=11.5 homo_energy_ev=-10.33 lumo_energy_ha=0.0421 smiles=CCCC(C)C spin_multiplicity=1
C -1.56575 -2.17476 0.36870 0.445 -0.672 0.290 -0.12
C -1.10153 -0.73824 0.57696 0.670 -0.759 -1.650 -0.27
C 0.44481 -0.63885 0.48471 -1.353 1.583 0.379 -0.18
C 0.88165 0.86341 0.15700 1.556 -1.877 -1.013 -0.39
C 1.69049 0.78214 -1.19943 -0.562 0.580 1.857 -0.09
C -0.13799 1.97924 -0.01683 -0.103 0.616 0.422 -0.10
H -1.73974 -2.42372 -0.67268 -0.193 0.452 -0.396 0.07
H -0.73076 -2.85622 0.58271 -0.505 -0.164 0.731 0.07
H -2.49428 -2.40814 0.89006 0.241 -0.254 0.224 0.07
H -1.39002 -0.28436 1.52424 -0.348 -0.101 -0.139 0.11
H -1.55778 -0.23607 -0.28383 0.081 0.690 0.511 0.10
H 0.93198 -1.29844 -0.23571 -0.464 -0.106 -0.121 0.10
H 0.78185 -0.95805 1.48044 0.326 0.214 -0.231 0.11
H 1.60045 1.02601 0.95729 0.004 0.890 0.003 0.11
H 2.58959 0.17543 -1.05510 -0.257 -0.095 -0.411 0.07
H 1.98062 1.81276 -1.39478 0.179 -0.047 -0.598 0.07
H 0.97315 0.40513 -1.93316 0.509 -0.021 -0.253 0.08
H -1.03105 1.80320 0.58205 -0.079 0.295 -0.149 0.06
H 0.27538 2.96506 0.24614 0.119 -0.398 0.508 0.08
H -0.40108 2.20448 -1.05877 -0.266 -0.826 0.039 0.08


What did the fifth record say?
20
Properties=species:S:1:pos:R:3:forces:R:3:lowdin_charge:R:1 method="wB97M-V/def2-TZVPD" gap_ev=8.1 homo_energy_ev=-7.13 lumo_energy_ha=0.0366 spin_multiplicity=1
C 0.41085 -1.88216 0.68487 -0.052 -0.235 -0.169 -0.08
C 0.47349 -0.49107 0.38942 0.018 0.005 -0.057 -0.54
C 1.73521 0.00933 -0.26863 0.023 0.021 0.028 -0.06
C -0.84135 0.21523 0.06671 -0.024 -0.034 0.073 -0.41
C -0.85427 1.72098 0.31294 0.037 0.045 -0.004 -0.09
C -1.18865 -0.10480 -1.39409 -0.012 -0.018 -0.087 -0.07
H -0.54204 -2.34463 0.91718 0.122 0.084 -0.039 0.07
H 1.30039 -2.49641 0.60745 -0.110 0.110 0.010 0.06
H 0.63448 -0.82040 1.65367 0.055 0.314 0.185 0.12
H 0.76391 0.32005 1.84898 -0.038 -0.160 -0.092 0.13
H 1.70128 -0.30456 -1.31925 -0.004 0.050 0.133 0.10
H 2.61433 -0.45107 0.18806 -0.140 0.057 -0.049 0.09
H 1.83273 1.09539 -0.20905 -0.030 -0.156 -0.002 0.08
H -1.60546 -0.24770 0.70465 0.116 0.049 -0.072 0.14
H -0.13732 2.24127 -0.33313 -0.102 -0.083 0.079 0.08
H -0.60806 1.95194 1.35352 -0.036 -0.026 -0.156 0.06
H -1.84895 2.12240 0.08942 0.145 -0.064 0.031 0.08
H -1.14695 -1.18171 -1.58531 -0.012 0.157 0.027 0.08
H -2.19728 0.25235 -1.62555 0.141 -0.048 0.053 0.08
H -0.49633 0.39555 -2.08187 -0.098 -0.068 0.109 0.08